A 10-piece molecular cluster, C72H162BrN9 overall, computed with the ωB97M-V functional and the def2-TZVPD basis.

```
244
Properties=species:S:1:pos:R:3:forces:R:3
C 3.43187 25.09198 1.42543 0.4 -0.5 -0.1
C 3.26606 23.70881 2.06281 -0.6 -0.3 -0.3
C 2.86647 22.62008 0.95190 -0.7 1.4 2.0
N 2.11915 21.44993 1.61038 0.6 1.0 -1.2
C 0.71313 21.90200 2.09891 0.7 -0.2 1.1
C 1.93234 20.31797 0.61906 1.7 -0.3 -1.0
C 1.88442 19.06044 1.39955 -1.2 -1.3 0.9
C 2.54261 19.35931 2.75155 0.0 1.3 1.1
C 3.07563 20.86968 2.68871 -2.0 -2.1 -0.3
H 4.40964 25.05511 0.94513 -0.1 0.6 -0.2
H 3.37817 25.93013 2.12021 0.3 -0.3 0.2
H 2.63974 25.28121 0.70097 0.0 -0.1 -0.2
H 2.53099 23.80793 2.86153 -0.5 -0.4 -0.3
H 4.14802 23.40807 2.62831 0.3 0.0 -0.4
H 3.73027 22.26442 0.39026 0.0 -0.3 0.2
H 2.16742 23.11899 0.28071 -0.1 -0.2 -0.2
H 0.75841 22.49776 3.01057 0.6 -0.1 0.0
H 0.14186 21.02065 2.39041 0.0 0.0 -0.4
H 0.18590 22.55428 1.40274 0.4 -0.5 -0.5
H 1.15901 20.39903 -0.14482 -0.4 0.8 0.6
H 2.84286 20.14914 0.04413 0.5 1.2 -0.1
H 0.83463 18.76818 1.42491 -0.1 -0.2 1.0
H 2.33613 18.17046 0.96140 0.4 0.4 -0.6
H 1.78988 19.23914 3.53069 0.2 0.1 0.2
H 3.39028 18.73202 3.02731 -0.2 -0.1 -0.2
H 3.02756 21.47921 3.59107 -0.2 -0.3 0.0
H 4.11019 20.81069 2.35064 -0.2 0.6 -0.5
C 6.29600 10.39561 -2.44860 -1.4 1.0 -0.5
C 4.77403 10.63249 -2.66845 -1.0 -0.7 -0.2
C 4.37229 11.75242 -3.65244 0.9 0.0 0.9
N 3.02151 12.45911 -3.39614 -0.6 -0.7 0.2
C 1.85840 11.46492 -3.26262 0.1 0.2 -1.6
C 2.84725 13.56048 -4.47976 -1.1 0.9 1.0
C 1.81328 14.56934 -3.87582 0.4 -0.9 0.7
C 2.02422 14.46485 -2.34815 -0.3 -1.1 0.0
C 2.94505 13.23547 -2.08937 1.3 1.9 -0.6
H 6.85483 9.97914 -3.28665 -0.4 -0.2 0.0
H 6.33864 9.73321 -1.58400 0.6 0.3 0.0
H 6.65336 11.41797 -2.32546 0.8 -0.2 0.7
H 4.29055 10.86596 -1.71986 0.4 0.3 0.4
H 4.30458 9.67230 -2.88234 -0.1 0.0 -0.6
H 4.49594 11.45208 -4.69292 -0.6 0.1 -0.1
H 5.08779 12.55463 -3.47184 0.1 0.2 -0.2
H 1.77616 10.96341 -4.22690 -0.2 0.0 0.1
H 0.95782 12.04691 -3.06680 0.0 -0.2 0.0
H 2.01044 10.70020 -2.50092 0.4 0.4 0.1
H 2.49647 13.28434 -5.47413 0.3 -1.0 0.3
H 3.82127 14.04062 -4.57382 0.1 -0.2 0.1
H 0.78656 14.30746 -4.13149 0.2 0.1 -0.2
H 2.01943 15.60365 -4.15114 -0.1 -0.2 -0.5
H 1.13371 14.24049 -1.76096 -0.3 0.7 -0.3
H 2.48034 15.40465 -2.03698 0.1 -0.2 0.6
H 2.67807 12.68095 -1.18974 0.0 -0.4 -0.6
H 3.92842 13.68308 -1.94546 0.3 -0.5 0.1
C -1.25501 31.44485 -2.88489 0.4 0.0 -0.1
C -0.19119 30.31681 -2.53623 -1.0 0.3 -1.2
C 0.16056 29.48689 -3.82752 0.0 0.0 2.6
N 1.04645 28.24598 -3.50446 1.2 -1.2 -0.4
C 0.67701 27.53739 -2.20265 -0.7 0.9 -1.1
C 2.56701 28.57687 -3.45794 -0.3 0.5 -1.6
C 3.21518 27.93288 -4.74070 0.4 1.2 0.7
C 2.36606 26.76367 -5.02488 -1.9 -0.5 -0.3
C 0.90642 27.27441 -4.70560 2.0 -0.6 0.4
H -1.62945 31.96752 -2.00471 0.1 -0.5 0.3
H -2.11888 31.09030 -3.44713 0.0 -0.5 0.2
H -0.91646 32.27686 -3.50233 0.8 -0.2 -0.1
H -0.65010 29.60982 -1.84510 -0.2 0.2 0.1
H 0.67297 30.72597 -2.01287 0.2 0.1 -0.3
H 0.69248 30.10337 -4.55217 -0.2 -0.4 -0.3
H -0.76107 29.00011 -4.14651 0.0 0.5 -0.5
H -0.40788 27.45103 -2.26313 0.0 -0.1 0.5
H 0.98036 28.17203 -1.36999 -0.1 -0.2 -0.1
H 1.12066 26.54269 -2.15951 0.2 0.2 -0.2
H 3.00238 28.23128 -2.52032 -0.2 0.1 -0.1
H 2.58571 29.66158 -3.56354 0.4 -0.1 0.5
H 4.26989 27.68582 -4.61974 -0.1 0.0 0.3
H 3.19810 28.62697 -5.58097 -0.2 0.2 0.1
H 2.66963 25.89450 -4.44137 -0.2 0.0 0.4
H 2.36225 26.40076 -6.05269 0.3 0.2 -0.1
H 0.34290 26.36816 -4.48361 -0.7 0.6 0.3
H 0.50642 27.85770 -5.53499 0.0 -0.2 0.1
C 1.81504 23.38242 -6.88123 -0.3 0.8 -0.1
C 1.89812 22.85717 -5.45229 0.5 0.4 0.6
C 2.88590 21.73113 -5.31503 0.2 -1.2 1.2
N 3.02904 21.13531 -3.86221 -1.1 0.8 0.1
C 3.44264 22.32753 -2.90245 0.1 -3.0 -0.1
C 1.71034 20.43557 -3.39335 0.3 0.9 -0.6
C 2.06405 19.11511 -2.75633 1.2 -0.6 1.3
C 3.64293 19.09012 -2.65266 -0.6 0.4 -0.6
C 4.04719 19.99171 -3.80615 0.0 0.2 0.0
H 1.64245 22.75126 -7.75299 -0.2 -0.6 0.5
H 2.73008 23.93947 -7.08247 0.2 -0.2 0.1
H 1.03807 24.14663 -6.86184 -0.2 0.0 -0.3
H 0.98360 22.61995 -4.90871 -0.5 -0.3 -0.6
H 2.24350 23.74220 -4.91793 0.4 0.0 0.3
H 3.91248 22.02802 -5.52973 -0.1 0.1 -0.6
H 2.53486 20.85537 -5.86085 0.3 0.1 -0.4
H 3.63892 21.75972 -1.99296 0.7 0.2 0.2
H 2.65266 22.99673 -2.56156 -0.1 0.2 -1.2
H 4.34266 22.70498 -3.38783 -0.2 0.7 0.4
H 1.19129 21.15827 -2.76375 0.0 -0.2 0.1
H 1.10128 20.23184 -4.27405 0.1 0.4 -0.1
H 1.65369 18.97802 -1.75588 -0.1 0.3 0.0
H 1.64099 18.27831 -3.31212 0.4 0.1 -0.3
H 4.06009 19.48523 -1.72639 -0.4 -0.1 0.3
H 4.09514 18.11187 -2.81591 -0.2 -0.1 0.1
H 5.06892 20.36653 -3.74557 -0.2 0.3 0.0
H 3.97223 19.36270 -4.69318 -0.2 0.6 -0.5
C 10.64584 27.45240 -4.91847 -0.1 -0.6 -1.1
C 9.99549 26.98757 -3.62308 0.9 0.3 0.2
C 8.68934 26.24149 -3.83647 -0.5 -1.0 1.4
N 7.96310 25.77078 -2.47641 0.0 -0.1 1.1
C 8.85544 24.83805 -1.59198 0.0 0.9 -1.6
C 6.60674 25.06869 -2.76635 0.4 1.2 1.2
C 5.67937 25.44329 -1.52602 -0.2 -0.5 -0.5
C 6.43764 26.41151 -0.64996 0.8 1.4 -0.6
C 7.53960 26.98858 -1.63417 -0.3 -1.4 0.9
H 11.53547 28.07455 -4.82055 -0.2 0.1 0.6
H 9.94279 27.98735 -5.55694 0.0 0.0 -0.1
H 11.02222 26.57483 -5.44412 -0.2 0.0 -0.4
H 9.96940 27.89664 -3.02224 -0.7 -0.2 0.5
H 10.73518 26.31904 -3.18264 -0.1 0.0 0.4
H 8.80380 25.25741 -4.29098 0.4 0.2 -0.5
H 7.92661 26.77748 -4.40132 0.0 0.1 0.2
H 9.10939 23.94032 -2.15562 -0.4 0.0 -0.1
H 8.36548 24.58087 -0.65289 0.0 0.3 -0.2
H 9.80575 25.36021 -1.48079 -0.2 0.1 0.5
H 6.81245 24.00325 -2.86944 -0.1 0.1 -0.2
H 6.24506 25.52171 -3.68942 -0.1 -0.4 -0.1
H 5.27548 24.60555 -0.95754 0.5 -0.5 -0.1
H 4.75810 25.95656 -1.80153 0.1 0.0 -0.8
H 6.81941 26.03994 0.30096 0.6 -0.5 -0.4
H 5.80520 27.21675 -0.27616 -0.1 0.2 -0.4
H 8.35960 27.37878 -1.03131 0.2 0.1 -0.6
H 7.18318 27.67150 -2.40532 -0.2 0.4 0.6
C -2.39109 26.87128 -6.65909 -0.2 0.5 0.3
C -3.01894 26.09350 -5.51447 0.5 -1.7 -0.8
C -2.35504 24.67469 -5.39323 -1.2 0.8 1.3
N -3.24167 23.69807 -4.57956 -1.0 -0.1 -1.0
C -3.71712 24.36491 -3.22077 1.1 -1.4 -2.4
C -4.60652 23.21731 -5.36686 1.5 0.2 -1.1
C -4.02116 22.25623 -6.46821 -0.4 1.1 0.9
C -2.79738 21.64298 -5.84578 0.7 -0.5 1.5
C -2.50911 22.34214 -4.46567 -1.6 1.0 -0.9
H -3.00516 27.77129 -6.69086 0.4 0.3 -0.5
H -2.36614 26.40615 -7.64454 -0.4 -0.3 0.1
H -1.35486 27.12726 -6.43820 0.0 0.2 0.1
H -4.06358 25.89595 -5.75492 -0.1 0.2 0.0
H -3.01559 26.72078 -4.62307 0.2 -0.4 0.2
H -1.42110 24.67398 -4.83121 0.1 0.3 0.1
H -2.10182 24.30143 -6.38554 -0.5 -0.3 0.1
H -4.41869 25.10485 -3.60596 0.0 0.1 0.9
H -2.81048 24.74443 -2.74950 -0.3 0.3 0.1
H -4.14211 23.53779 -2.65213 -0.3 0.4 0.1
H -5.31189 22.84665 -4.62311 0.4 -0.5 0.1
H -5.12075 24.03560 -5.87092 0.4 0.4 0.4
H -4.71662 21.52249 -6.87572 -0.2 0.2 0.3
H -3.65448 22.85266 -7.30361 -0.6 0.2 -0.1
H -2.96072 20.58036 -5.66619 0.4 0.0 -0.1
H -1.94171 21.80709 -6.50076 0.1 -0.4 0.1
H -3.04250 21.95195 -3.59887 0.5 -0.9 -0.1
H -1.43530 22.47245 -4.33134 -0.2 0.2 0.4
C 9.80668 13.95503 1.24301 0.3 -0.6 0.5
C 9.25368 15.20492 0.58705 0.8 0.0 0.1
C 7.98010 14.94078 -0.15236 -1.3 1.0 -0.4
N 6.88621 16.06122 0.04278 -0.3 0.8 -1.4
C 7.32426 17.36961 -0.65992 -0.6 -1.6 0.6
C 6.48425 16.31271 1.45449 -0.2 -0.4 0.9
C 5.02692 16.84838 1.42356 1.0 0.7 1.4
C 4.45236 16.23634 0.22449 -1.9 -1.8 -1.8
C 5.54766 15.61483 -0.61278 1.4 0.7 -0.6
H 10.13221 13.10855 0.63836 -0.4 0.3 -0.9
H 9.04963 13.52171 1.89663 0.3 0.1 0.5
H 10.74561 14.20202 1.73850 -0.4 0.1 0.6
H 10.04460 15.61593 -0.04033 -0.3 0.1 -0.4
H 9.10094 15.97244 1.34581 -0.1 -0.1 0.3
H 7.40755 14.05647 0.12742 0.5 -0.2 0.3
H 8.14678 14.91595 -1.22925 -0.2 -0.1 -0.1
H 6.48718 18.06680 -0.62397 0.0 0.0 0.1
H 7.48228 17.01173 -1.67730 0.5 0.6 0.0
H 8.19435 17.78091 -0.14818 0.0 -0.2 -0.3
H 7.21267 16.91989 1.99189 -0.1 0.1 -0.2
H 6.52771 15.32453 1.91244 -0.2 0.0 0.3
H 4.95522 17.93589 1.40619 0.5 0.2 -0.2
H 4.44124 16.58334 2.30381 0.4 -0.3 0.2
H 3.81824 16.86725 -0.39838 0.2 0.5 0.0
H 3.75428 15.42866 0.44458 0.0 -0.1 0.5
H 5.50894 16.02979 -1.61996 0.4 -0.1 -0.1
H 5.56880 14.53163 -0.73248 -0.1 0.1 0.5
C 9.96682 19.05984 -2.73791 0.0 -0.2 -1.0
C 9.35575 18.76011 -4.12379 -0.6 0.2 0.7
C 8.35444 19.84351 -4.51832 1.4 0.2 -1.6
N 7.95610 19.84801 -6.01736 -1.3 -1.8 1.3
C 9.14651 19.73043 -6.95677 -0.6 1.5 0.2
C 7.03082 21.04522 -6.27148 1.4 0.7 -0.1
C 6.13734 20.68778 -7.41862 -0.4 -0.8 -0.7
C 5.94359 19.16563 -7.28932 1.0 -0.9 0.8
C 7.02961 18.64402 -6.24997 -0.2 0.3 -0.9
H 9.13332 19.30585 -2.07999 0.4 0.0 0.5
H 10.72160 19.84526 -2.77662 -0.3 0.2 0.1
H 10.50970 18.15631 -2.46038 -0.2 0.1 0.5
H 8.76003 17.86114 -3.96549 0.4 -0.5 -0.6
H 10.17474 18.65795 -4.83578 -0.3 -0.3 -0.1
H 8.90266 20.77800 -4.39866 -0.6 0.4 0.3
H 7.40144 19.74134 -3.99922 0.3 0.4 0.3
H 9.79761 20.55902 -6.67820 0.3 -0.2 -0.1
H 8.78395 19.95982 -7.95879 0.0 -0.4 0.0
H 9.63863 18.76014 -6.89005 -0.3 0.2 0.0
H 7.68783 21.90898 -6.37319 -0.1 0.1 -0.4
H 6.44855 21.28362 -5.38141 0.1 -0.5 0.3
H 6.51784 20.87743 -8.42229 0.4 0.4 0.3
H 5.16369 21.17722 -7.39475 0.3 0.3 0.2
H 6.12812 18.67991 -8.24751 -0.3 -0.1 0.1
H 4.94631 18.92554 -6.92068 0.0 -0.2 -0.2
H 7.62736 17.78819 -6.56358 0.0 0.3 -0.6
H 6.64168 18.25863 -5.30706 -0.4 0.7 0.2
C -2.03165 27.65863 -10.50002 0.1 0.1 1.1
C -0.55929 27.81604 -10.91022 -0.8 -0.2 -1.6
C 0.46657 27.38729 -9.90274 0.4 0.2 -0.4
N 1.90646 27.22018 -10.52453 -0.8 -0.9 2.0
C 2.54743 28.57447 -10.98225 -1.1 -1.2 1.5
C 2.75360 26.63177 -9.36847 1.3 -1.3 -0.8
C 2.79899 25.08268 -9.63761 0.2 1.1 1.1
C 2.96792 25.05637 -11.12200 -1.6 -0.2 0.3
C 1.88864 26.04437 -11.57275 2.3 1.2 -1.1
H -2.32331 26.63597 -10.26085 0.4 -0.3 -0.1
H -2.78967 27.97257 -11.21763 0.5 0.3 -0.2
H -2.19529 28.22216 -9.58146 -0.3 0.2 0.1
H -0.37072 28.83726 -11.24134 0.0 0.1 0.2
H -0.47062 27.22200 -11.81982 0.3 -0.1 -0.1
H 0.21256 26.44011 -9.42689 0.2 -0.3 -0.3
H 0.48811 28.10856 -9.08579 0.6 0.2 -0.1
H 2.08808 28.83501 -11.93579 0.7 0.2 0.1
H 3.62216 28.51739 -10.80971 0.0 -0.4 -1.3
H 2.31049 29.26357 -10.17163 -0.7 0.3 -0.3
H 3.78405 26.94723 -9.53207 -0.1 0.3 0.0
H 2.51403 26.94563 -8.35250 -0.7 0.2 -0.3
H 3.66152 24.58687 -9.19228 -0.1 0.3 0.5
H 1.88970 24.61642 -9.25828 -0.1 -0.1 -0.3
H 3.98722 25.37105 -11.34581 -0.2 -0.2 -0.5
H 2.68831 24.07518 -11.50563 0.6 0.0 -0.3
H 2.30233 26.49284 -12.47599 -0.8 0.1 -0.3
H 0.94080 25.54610 -11.77633 -0.2 0.6 0.5
Br 5.46917 24.62718 -6.45079 -0.4 -0.4 0.6
```
Forces are in eV/Å.

Properties
* net charge: +8
* calculated total energy: -5903.794639 hartree
* HOMO-LUMO gap: 0.2494 hartree